[1]
Computed, not measured: a 19-piece molecular cluster, C38H114O38 overall at a distorted geometry, with the ωB97M-V functional and the def2-TZVPD basis.

Structure (XYZ):
```
190
Properties=species:S:1:pos:R:3:forces:R:3
C 3.122408 -5.234762 -5.933972 -0.906 0.489 -2.464
C 3.546796 -3.889593 -6.579811 1.715 -1.808 0.810
O 3.219917 -3.874666 -7.948021 0.411 0.360 0.511
O 1.686527 -5.260612 -5.937757 0.237 -0.538 -0.039
H 3.613480 -5.417841 -5.013469 0.105 -0.074 1.286
H 3.348565 -6.056900 -6.623835 0.487 0.190 0.162
H 4.642495 -3.813889 -6.485162 -0.353 0.354 -0.015
H 3.045133 -3.137447 -6.003275 -0.029 0.775 -0.090
H 2.321572 -4.137697 -7.833933 -1.558 -0.365 -0.980
H 1.338606 -4.878836 -5.131900 0.109 0.352 0.417
C -4.861322 -1.984527 3.101814 -1.810 1.204 0.106
C -3.990658 -1.661393 1.908240 0.050 -0.708 -1.021
O -2.689560 -1.205901 2.329051 -0.728 -1.073 0.330
O -5.315511 -0.757319 3.760648 -0.083 -1.121 -0.985
H -4.338155 -2.512265 3.847277 0.943 -1.030 0.726
H -5.815607 -2.551594 2.910571 1.142 0.488 -0.418
H -4.411748 -0.793514 1.403673 -0.557 -0.216 -0.322
H -3.957897 -2.556666 1.154845 0.204 1.417 1.341
H -2.427932 -0.570687 1.663764 0.531 0.537 -0.266
H -4.627990 -0.517763 4.379377 0.543 0.469 0.523
C -0.549104 -4.576382 3.982989 -1.020 0.490 0.417
C -1.507021 -4.797886 2.846102 -1.285 0.083 -1.332
O -0.786526 -5.231399 1.682334 0.434 0.308 0.452
O 0.502964 -3.736140 3.634210 1.417 0.343 -0.475
H -0.199531 -5.579439 4.176247 0.774 -0.107 0.430
H -1.009954 -4.160195 4.885029 -0.462 -0.405 -0.054
H -2.104463 -3.932645 2.511548 0.308 0.246 0.594
H -2.250501 -5.572836 3.061855 0.274 -0.052 0.265
H -0.038998 -4.602538 1.672843 0.087 -0.349 -0.428
H 0.304939 -2.777245 3.582750 -0.571 -0.707 0.024
C 0.411202 -0.204086 4.062311 -1.498 -1.199 -0.551
C 1.780289 -0.193429 4.644747 0.062 0.408 -1.747
O 2.583816 0.724749 3.819008 1.095 -3.250 -0.206
O 0.355656 -1.109731 2.850946 0.664 1.212 1.604
H 0.006523 0.784113 3.804300 0.542 -0.140 -0.271
H -0.302461 -0.586681 4.812551 0.177 -0.241 -0.299
H 2.116169 -1.271392 4.702708 0.246 1.295 -0.064
H 1.719773 0.264080 5.601478 0.034 0.067 1.135
H 3.286980 0.077311 3.444002 -0.849 1.925 0.697
H -0.168381 -0.630137 2.201556 -0.584 0.293 -0.319
C 1.902058 4.601706 3.680669 -0.013 -0.375 0.362
C 0.901374 4.504295 2.543719 -0.547 0.539 -0.337
O 0.763593 3.156554 2.031487 -1.005 1.157 0.438
O 3.071984 3.996321 3.163311 1.156 -0.950 0.915
H 1.527197 4.106965 4.622611 0.404 0.333 -0.864
H 2.131335 5.655025 3.878435 -0.382 -0.028 0.183
H 1.291030 5.081190 1.702077 -0.006 0.299 0.085
H -0.071029 4.983522 2.853675 0.666 -0.888 -0.346
H 1.483297 2.691829 2.439214 0.863 -0.897 0.344
H 3.693093 3.599003 3.843043 -1.026 0.465 -0.767
C -5.074615 0.428066 -2.333242 0.701 0.798 -2.060
C -4.372419 -0.468772 -3.372448 -0.912 1.978 1.009
O -3.586083 -1.336516 -2.672276 0.240 -1.830 1.146
O -5.852779 -0.262342 -1.421948 -0.118 -2.210 1.158
H -5.649179 1.185104 -2.900000 -0.415 -0.445 0.395
H -4.290567 1.027468 -1.869125 0.281 -0.124 0.424
H -3.780440 0.257283 -3.920116 0.093 -0.168 -0.792
H -5.089160 -1.033705 -3.948060 -0.350 0.062 -0.588
H -2.669138 -1.212436 -2.890851 1.146 0.021 -0.209
H -5.477811 -1.198828 -1.305548 -0.530 2.098 -0.321
C -6.706227 2.560966 1.025873 0.692 0.985 -0.786
C -7.439795 1.760942 2.071517 0.362 -0.872 -0.061
O -6.613876 1.481954 3.172649 0.295 -0.241 0.079
O -5.371297 2.147516 0.582721 -1.028 0.489 1.396
H -6.560345 3.573843 1.370111 0.183 0.302 0.357
H -7.310258 2.665961 0.141765 -0.506 -0.096 -0.489
H -7.860682 0.845603 1.630694 0.233 -0.085 0.039
H -8.311522 2.305688 2.438961 0.099 0.354 -0.181
H -6.146438 0.625364 3.046494 -0.266 0.421 0.340
H -5.497499 1.327460 0.125886 0.020 -1.088 -0.690
C -1.872583 5.761572 -0.051670 -0.831 1.839 -0.281
C -3.101854 5.000962 0.448060 0.183 1.325 0.022
O -3.295190 3.967096 -0.463197 0.111 -0.217 -0.657
O -2.154541 6.309729 -1.367748 0.962 -0.476 0.275
H -0.978799 5.174172 0.018646 0.434 -0.815 -0.534
H -1.634490 6.633840 0.573824 -0.389 -0.175 0.332
H -3.980399 5.696103 0.593230 0.618 -0.602 -0.651
H -2.903416 4.607213 1.426715 0.340 -0.307 0.764
H -3.942782 3.336902 -0.148756 -0.597 -0.291 0.278
H -1.369668 6.198298 -1.977881 -0.908 -0.198 0.975
C -5.697004 5.189012 -3.134730 0.477 2.930 -1.058
C -4.363362 5.514248 -3.768411 1.044 -0.771 -0.672
O -3.382497 4.582858 -3.210526 -0.948 0.798 -1.581
O -5.628666 5.489947 -1.772339 0.259 -1.022 0.849
H -5.863901 4.172979 -3.245882 -0.687 -2.006 -0.320
H -6.445627 5.829830 -3.649699 0.009 -0.670 0.242
H -4.048885 6.550135 -3.554704 -0.154 -0.314 0.019
H -4.366840 5.368358 -4.870885 -0.088 0.013 0.676
H -3.470643 4.786409 -2.282107 0.523 -0.311 1.331
H -6.082060 6.293349 -1.605330 -0.490 1.091 0.255
C 5.815290 0.881668 3.039823 -1.769 -1.502 0.883
C 6.132783 1.716773 4.221745 2.309 1.426 0.143
O 4.959956 2.179485 4.836083 -0.679 -0.605 0.250
O 5.174188 -0.246884 3.726853 -0.242 -0.748 -1.195
H 6.546961 0.524958 2.347582 1.195 -0.087 0.118
H 5.083108 1.370642 2.410677 -0.392 0.356 -0.012
H 6.673854 2.615152 3.897139 0.087 -0.116 0.209
H 6.763847 1.152261 4.966002 -0.474 0.433 -0.808
H 4.456429 1.354921 4.981373 -0.254 0.619 0.018
H 5.435386 -1.099566 3.304323 0.076 0.409 0.146
C 0.940314 -0.172533 -0.232467 -0.624 0.115 0.348
C -0.142705 0.921219 -0.211786 -0.003 0.894 1.129
O -0.930711 0.710844 1.017059 -0.258 1.980 -0.192
O 2.096382 0.088957 0.606034 -1.338 -0.051 -0.958
H 1.377768 -0.252061 -1.171743 0.347 0.103 -1.956
H 0.492834 -1.179294 -0.053891 0.243 0.789 0.201
H -0.881238 1.013884 -1.055106 1.027 -0.653 0.430
H 0.348583 1.927809 -0.075884 -0.315 -1.006 -0.400
H -1.260465 1.639703 1.262197 0.418 -2.019 -0.099
H 1.740208 -0.143224 1.449022 0.239 -0.038 1.659
C 4.529295 2.796724 0.029283 -0.287 -2.897 0.000
C 3.637960 3.238638 -1.134044 -0.119 1.559 0.341
O 2.447043 3.900521 -0.589796 -0.127 -2.039 0.865
O 4.802524 3.725687 1.004830 0.700 1.037 0.001
H 5.504500 2.352410 -0.281178 -0.598 0.545 -0.296
H 4.020331 1.907742 0.540886 0.172 0.759 -0.781
H 3.477211 2.496722 -1.930990 -0.559 -0.586 0.810
H 4.083495 4.022605 -1.746712 0.368 0.372 0.425
H 2.060376 3.333725 0.160757 0.759 0.968 -1.545
H 3.993950 3.965119 1.461239 -0.296 0.171 0.314
C 6.645559 -2.446713 1.142746 -0.669 0.404 1.641
C 7.352805 -3.728354 0.725768 1.572 0.720 0.071
O 8.370140 -4.063257 1.710270 -0.269 0.960 -0.811
O 6.294959 -2.519881 2.599025 1.203 0.130 -0.736
H 5.698528 -2.243235 0.633230 0.080 -0.595 0.098
H 7.214089 -1.519586 0.949726 0.376 -0.592 0.286
H 7.960603 -3.500172 -0.153574 -0.434 -0.100 -0.300
H 6.717397 -4.579183 0.525400 -0.389 0.067 0.093
H 8.024901 -4.783064 2.203269 -0.329 -0.976 0.802
H 7.137546 -2.635953 3.121278 -1.102 0.078 -1.113
C 2.890474 -1.257292 -2.933539 -1.980 0.932 1.858
C 4.162642 -0.952815 -2.163090 -1.763 -0.680 0.364
O 4.947234 -2.080112 -2.115969 0.959 -2.675 -1.503
O 3.159653 -1.935495 -4.127398 0.040 0.113 0.217
H 2.377528 -0.254231 -3.026966 0.314 -0.793 -0.639
H 2.176359 -1.816491 -2.237313 0.899 0.078 -0.977
H 3.924474 -0.672809 -1.133567 -0.100 0.303 -0.138
H 4.655597 -0.190506 -2.670938 1.127 1.682 -0.744
H 4.795103 -2.544727 -3.005114 0.405 0.833 1.570
H 2.375763 -2.475868 -4.353008 0.124 0.248 0.257
C 3.104432 -4.417505 -0.220177 -1.004 -0.719 1.203
C 2.649022 -3.423882 0.833136 0.795 1.544 -0.995
O 1.257375 -3.163752 0.810132 -1.068 0.563 1.411
O 4.487844 -4.297491 -0.360876 0.333 -0.091 -0.644
H 2.482835 -4.373907 -1.097708 0.089 0.548 -0.965
H 2.852354 -5.409951 0.164195 0.456 -0.203 -0.031
H 3.173509 -2.474035 0.566674 -0.197 -0.402 0.485
H 2.987822 -3.786238 1.782740 0.065 0.025 0.778
H 0.992788 -2.552305 1.579254 0.771 -1.304 -1.416
H 4.705897 -3.556200 -0.964918 -0.317 -0.164 0.226
C -0.414003 3.706404 -2.578091 -0.246 0.447 -0.117
C -0.488370 2.556472 -3.545640 0.865 -0.266 -1.739
O -1.801986 2.177356 -3.939025 0.525 -0.229 0.411
O -0.631775 5.012058 -3.174015 0.595 -1.289 0.144
H 0.538133 3.696229 -2.083725 0.564 0.185 0.207
H -1.205955 3.555271 -1.833127 0.135 -0.105 0.141
H -0.040068 1.722697 -3.042544 0.251 -0.753 0.257
H 0.096134 2.698371 -4.510840 -0.264 0.285 1.235
H -2.254306 3.006093 -3.868627 -1.430 0.595 -0.145
H -1.552286 4.850220 -3.390649 -0.947 1.054 -0.584
C -1.474269 -4.072880 -1.437248 2.253 -1.964 1.112
C -1.332821 -5.584249 -1.875780 0.809 2.496 -1.536
O -0.269293 -6.194286 -1.221459 -0.058 -0.478 0.245
O -0.211926 -3.326636 -1.485983 -0.455 -1.085 1.106
H -1.881335 -4.013425 -0.444969 0.043 -0.073 0.748
H -2.162731 -3.623027 -2.034789 -1.795 1.566 -2.058
H -1.035779 -5.543513 -2.967070 -0.458 -0.324 0.988
H -2.306662 -6.068316 -1.787858 0.000 -0.207 0.134
H -0.520969 -6.209240 -0.295889 0.204 -0.131 0.638
H 0.252887 -3.494332 -0.598461 -0.463 0.465 -1.477
C -3.414920 1.790157 4.971143 -0.691 -1.945 0.726
C -2.782726 2.640416 3.930398 1.264 -0.609 -1.048
O -3.116881 2.093616 2.624830 1.575 0.405 0.827
O -2.980293 0.353813 5.070761 -0.478 1.625 -0.223
H -4.511827 1.846705 4.740411 0.711 -0.411 0.395
H -3.247360 2.116527 5.993358 -0.033 0.462 -0.048
H -1.660069 2.764976 4.008243 -1.137 -0.479 -0.241
H -3.200436 3.626274 4.025662 -0.232 0.655 0.105
H -4.049696 2.226943 2.494629 -0.919 -0.043 -0.363
H -2.626697 0.039870 4.230375 -0.083 0.166 -0.513
C -0.803832 -1.772833 -4.803053 -1.202 0.835 0.199
C -0.453581 -3.221423 -4.857298 0.472 -0.732 -0.899
O 0.790224 -3.377629 -4.111995 -0.618 -0.691 -0.397
O -0.967818 -1.312441 -3.479310 -0.988 0.404 0.901
H -1.766176 -1.597140 -5.299781 0.046 -0.152 0.012
H -0.138617 -1.025812 -5.196989 0.940 -0.464 -1.064
H -0.322989 -3.590975 -5.924479 0.341 0.635 1.230
H -1.282948 -3.880259 -4.492339 0.733 0.694 0.294
H 0.606460 -3.534806 -3.161890 -0.257 0.006 -0.048
H -0.378122 -1.721105 -2.844340 0.339 -0.412 0.126
```
Positions in Å, forces in eV/Å.

**Charge**: 0
**E_tot**: -119051.223 eV
**Relative energy (zero: lowest compared OMol25 entry of this formula, charge and spin)**: 158.39 kJ/mol
**Gap between HOMO and LUMO**: 0.3705 hartree
**2S+1**: 1
**LUMO energy**: 0.38 eV

Results of the Löwdin charge analysis, in e, for atoms 1 through 8:
1 C -0.197
2 C -0.244
3 O -0.037
4 O -0.088
5 H 0.102
6 H 0.123
7 H 0.129
8 H 0.079



[2]
Computed, not measured: C38H19Cl3F18GeLuN2O4PS2 as an isolated structure at a distorted geometry, with the ωB97M-V functional and the def2-TZVPD basis.

Structure (XYZ):
```
89
Properties=species:S:1:pos:R:3:forces:R:3
Lu 0.455344 0.016057 0.952720 1.099 -0.557 -0.993
Cl 0.010328 3.968245 3.465609 -0.003 0.006 -0.045
C 0.243223 2.456792 2.660640 0.082 -0.154 0.149
Cl 1.958559 2.116233 2.328666 0.125 0.592 0.323
Cl -0.564876 2.477258 1.020923 -0.207 0.768 0.194
C -0.373007 1.191759 3.433095 0.365 0.072 -0.033
O -1.232874 1.385210 4.241335 0.060 -0.159 0.050
O 0.192191 0.107167 3.010047 -0.695 0.544 1.317
F 2.868574 -2.170683 -1.887112 0.019 0.088 0.086
C 4.208940 -2.164117 -1.931173 -0.050 0.071 0.081
C 4.957745 -1.186130 -1.290894 -0.128 0.060 -0.161
C 6.334013 -1.306909 -1.412314 -0.061 0.074 0.101
F 7.141964 -0.404031 -0.841815 -0.077 0.056 0.031
C 6.941899 -2.327263 -2.111449 0.217 -0.039 -0.020
F 8.269442 -2.406857 -2.196373 -0.025 0.024 0.006
C 6.158244 -3.278466 -2.730788 0.095 -0.205 -0.140
F 6.725103 -4.272192 -3.406509 -0.001 0.007 0.010
C 4.785077 -3.199196 -2.640710 -0.061 -0.134 -0.060
F 4.027242 -4.125106 -3.229986 0.001 0.020 0.013
Ge 4.174256 0.389923 -0.378001 0.367 0.026 0.004
S 2.123837 0.748702 -0.899411 0.127 -0.150 -0.160
C 5.154305 1.997300 -0.942603 -0.103 -0.035 -0.010
C 5.268831 3.087031 -0.097144 0.029 -0.101 0.032
F 4.886766 2.993110 1.186713 -0.133 0.004 -0.029
C 5.775499 4.299335 -0.511050 0.030 0.142 0.073
F 5.886161 5.326181 0.328643 -0.020 -0.015 0.013
C 6.170582 4.444414 -1.824485 0.103 0.209 -0.072
F 6.654249 5.611257 -2.245854 -0.005 -0.007 0.000
C 6.067317 3.385697 -2.703391 0.064 0.037 -0.138
F 6.455447 3.536830 -3.970649 -0.017 -0.019 0.017
C 5.559392 2.185478 -2.252633 -0.040 -0.070 0.042
F 5.460693 1.191960 -3.150082 -0.048 -0.093 0.079
C 4.647949 0.076977 1.534589 -0.154 0.157 0.042
C 3.742563 -0.500220 2.400225 0.144 0.080 -0.104
F 2.521883 -0.867991 1.933418 -0.239 -0.253 -0.166
C 3.961622 -0.729092 3.740356 -0.117 -0.090 0.058
F 3.040936 -1.302664 4.507356 -0.016 0.009 -0.032
C 5.173012 -0.339984 4.269647 0.089 -0.028 0.257
F 5.433201 -0.539530 5.556324 -0.004 0.002 -0.023
C 6.114314 0.262909 3.458583 0.203 0.051 0.086
F 7.276166 0.646723 3.983777 -0.037 -0.012 -0.039
C 5.847953 0.463181 2.117873 0.046 -0.022 -0.123
F 6.805696 1.063753 1.407881 -0.063 -0.066 -0.024
S 2.144957 4.678276 -0.047169 -0.177 0.246 -0.012
C 1.210284 6.055294 -0.154267 0.059 0.139 -0.018
N -0.086991 6.191653 0.202677 -0.092 -0.022 0.020
C -0.665868 7.485885 -0.142150 0.156 -0.153 0.018
C 0.556371 8.260558 -0.684932 0.094 -0.203 0.062
N 1.612137 7.256826 -0.621280 -0.027 0.090 -0.088
H -0.617986 5.406102 0.531033 0.037 -0.015 -0.031
H -1.103913 7.968529 0.729373 0.001 0.024 0.050
H -1.439519 7.382085 -0.902060 -0.042 -0.020 -0.031
H 0.796762 9.128738 -0.073575 0.010 0.026 0.063
H 0.391995 8.596434 -1.706992 0.005 0.027 -0.065
H 2.549865 7.393376 -0.949176 0.019 -0.040 -0.018
C 0.034864 -3.624444 -0.627314 0.001 0.154 -0.111
P 0.151011 -2.719433 0.945114 0.044 -1.013 0.434
C -1.407352 -3.093621 1.806590 -0.050 0.047 -0.067
C -1.596318 -2.604406 3.101409 -0.013 0.001 -0.002
C -2.806459 -2.784933 3.747691 -0.006 -0.019 -0.007
C -3.850937 -3.438268 3.103450 -0.008 0.005 -0.006
C -3.676243 -3.915616 1.814554 0.043 0.007 -0.025
C -2.458049 -3.742658 1.165530 -0.038 -0.060 0.023
C 1.436615 -3.668045 1.845338 0.096 0.043 -0.072
C 2.727831 -3.638465 1.308861 0.003 -0.039 0.057
C 3.781489 -4.261941 1.958170 -0.049 -0.015 -0.001
C 3.557998 -4.924552 3.161360 0.037 0.036 -0.026
C 2.279839 -4.969564 3.693281 -0.055 0.004 -0.015
C 1.220757 -4.346578 3.039098 -0.006 -0.043 -0.010
H -0.192694 -4.671362 -0.435496 0.004 -0.036 -0.035
H 0.986696 -3.545565 -1.150937 -0.006 -0.004 0.021
H -0.732256 -3.172692 -1.257238 0.017 -0.006 0.005
H -0.807569 -2.051209 3.594951 0.013 0.020 0.002
H -2.941318 -2.393148 4.747782 0.004 0.000 -0.024
H -4.805101 -3.560444 3.602127 0.048 -0.007 -0.013
H -4.487713 -4.419506 1.303809 0.024 0.028 0.013
H -2.345210 -4.110302 0.153703 -0.016 0.003 0.037
H 2.909979 -3.109481 0.379789 0.018 0.008 -0.009
H 4.776590 -4.229161 1.529480 -0.035 0.008 0.006
H 4.381233 -5.401885 3.680174 -0.048 0.014 -0.036
H 2.098491 -5.492702 4.624645 0.000 0.030 -0.038
H 0.226899 -4.400512 3.463946 0.021 0.026 0.007
F -4.300379 -0.114533 0.121696 -0.170 0.002 0.062
C -3.306197 -0.378255 -0.711581 0.246 -0.037 0.009
F -3.372812 0.467396 -1.742789 -0.040 0.062 -0.035
F -3.461950 -1.623462 -1.186980 -0.040 -0.064 -0.023
C -1.935750 -0.264998 -0.010811 -0.140 -0.118 -0.281
O -1.877086 -0.125917 1.220400 -0.197 -0.090 -0.245
O -0.904754 -0.330848 -0.747476 -0.705 0.061 -0.236
```
Positions in Å, forces in eV/Å.

**Charge**: 0
**E_tot**: -258466.605 eV
**Relative energy (zero: lowest compared OMol25 entry of this formula, charge and spin)**: 72.24 kJ/mol
**Gap between HOMO and LUMO**: 0.3060 hartree
**2S+1**: 1
**LUMO energy**: 0.06 eV

Results of the Löwdin charge analysis, in e, for atoms 1 through 8:
1 Lu 1.212
2 Cl 0.699
3 C -1.392
4 Cl 0.675
5 Cl 0.658
6 C -0.757
7 O 0.100
8 O -0.276



- The lowest E_tot belongs to which entry?
  C38H19Cl3F18GeLuN2O4PS2